C27H31As2MoN2O4S3 as an isolated structure at a distorted geometry, computed with ωB97M-V/def2-TZVPD.

The value obtained for the orbital gap is 5.38 eV. For the energy, the calculation gives -7191.227817 hartree. Its total charge is +3. Its energy above the lowest of the compared OMol25 structures with the same formula, charge and spin is 64.0 kJ/mol. As for the HOMO energy: -16.554 eV. Its LUMO energy is -11.17 eV.

```
70
Properties=species:S:1:pos:R:3:forces:R:3
Mo 0.2964 0.9043 1.0211 0.1 -1.1 0.9
N 2.2838 0.8967 1.9742 0.0 -0.1 -0.1
C 2.3111 -0.1916 3.0040 0.0 0.0 0.1
C 1.0135 -0.0529 3.7663 -0.2 0.0 0.0
O 0.8471 -0.3188 4.9154 0.1 0.0 0.0
N 0.0087 0.5143 2.9469 0.2 0.2 0.0
C -0.9660 1.3547 3.6167 0.0 0.0 0.1
C -1.0044 2.7006 2.8991 0.2 -0.2 -0.3
O -1.6140 3.6665 3.1468 0.0 0.1 0.0
O -0.2257 2.5842 1.6970 -0.8 0.3 0.0
H 3.1118 0.8230 1.3902 0.0 0.0 0.0
H 2.3522 1.7966 2.4548 0.1 0.0 0.0
H 3.1550 -0.0680 3.6814 0.0 0.0 0.0
H 2.3834 -1.1601 2.5066 0.0 0.0 0.0
H -0.7208 1.4869 4.6722 0.0 0.0 0.0
H -1.9795 0.9515 3.5467 0.0 0.0 0.0
C 2.9505 2.8113 -1.4129 0.1 0.0 0.1
As 1.9818 1.1799 -1.0529 -0.2 0.1 -0.2
C 3.3206 -0.1979 -0.9147 0.0 0.0 0.1
C 0.9233 0.8571 -2.6217 0.2 0.0 -0.1
C 1.4189 0.2237 -3.7511 0.0 0.0 0.0
C 0.6196 0.1573 -4.8898 0.0 0.0 0.0
C -0.6420 0.7345 -4.9004 0.0 0.0 0.0
C -1.1361 1.3714 -3.7654 0.0 0.0 0.0
C -0.3426 1.4285 -2.6271 -0.2 0.0 -0.1
As -0.9149 2.2211 -0.9848 0.2 0.2 -0.1
C -2.8350 2.3110 -0.9995 0.0 0.0 0.0
C -0.3741 4.0699 -0.9374 0.0 0.0 0.0
H 3.8326 2.5247 -1.9869 0.0 0.1 0.0
H 3.2580 3.3227 -0.5020 0.0 0.0 0.0
H 2.3182 3.4616 -2.0128 0.0 0.0 0.0
H 3.7159 -0.3619 -1.9170 0.0 0.0 0.0
H 2.8952 -1.1215 -0.5284 0.0 0.0 0.0
H 4.1435 0.1461 -0.2868 0.0 0.0 -0.1
H 2.4065 -0.2179 -3.7729 0.0 0.0 0.0
H 0.9907 -0.3458 -5.7727 0.0 0.0 0.0
H -1.2488 0.6892 -5.7949 0.0 0.0 0.0
H -2.1234 1.8160 -3.7920 0.0 0.0 0.0
H -3.0802 3.1043 -1.7080 0.0 0.0 0.0
H -3.1930 2.5972 -0.0135 0.0 0.0 0.0
H -3.2745 1.3683 -1.3161 0.0 0.0 0.0
H -0.4612 4.4490 -1.9562 0.0 0.1 0.0
H 0.6453 4.1748 -0.5761 0.0 0.0 0.0
H -1.0413 4.6161 -0.2721 0.0 0.0 0.0
O 0.2132 -0.7901 0.4805 0.1 0.3 -0.4
C -0.6135 -2.1078 0.6872 0.0 0.0 0.2
C -0.9723 -2.6212 -0.6660 0.0 0.0 -0.1
C -1.3072 -1.9100 -1.7900 0.0 0.0 0.0
C -1.7616 -2.7369 -2.8422 0.0 0.0 0.1
C -1.7874 -4.0542 -2.4802 0.0 0.0 -0.1
S -1.2306 -4.3042 -0.8978 0.0 0.0 0.0
C -1.8138 -1.4874 1.3813 0.1 0.1 -0.1
C -2.3636 -0.2831 0.9519 -0.1 0.2 -0.1
C -3.5317 0.0723 1.7027 0.1 -0.1 0.0
C -3.8095 -0.8414 2.6654 0.0 0.0 0.0
S -2.6797 -2.1349 2.6692 -0.1 -0.1 0.1
C 0.2793 -3.0185 1.4484 0.0 0.1 0.0
C 1.3651 -3.6652 0.9005 0.1 0.0 0.0
C 2.1105 -4.3955 1.8509 -0.1 0.0 0.0
C 1.5743 -4.3005 3.1049 0.0 0.0 0.0
S 0.1846 -3.3255 3.1406 0.1 0.1 0.1
H -1.2202 -0.8348 -1.8794 0.0 -0.1 0.0
H -2.0618 -2.3813 -3.8163 0.0 0.0 0.0
H -2.0980 -4.8995 -3.0749 0.0 0.0 0.0
H -2.1844 0.0793 -0.0522 0.0 -0.1 0.1
H -4.1610 0.9260 1.5037 0.0 0.1 0.0
H -4.6325 -0.8543 3.3641 0.0 0.0 0.0
H 1.6104 -3.6312 -0.1523 0.0 0.0 0.0
H 2.9807 -4.9903 1.6168 0.0 0.0 0.0
H 1.9046 -4.7883 4.0096 0.0 0.0 0.0
```
Positions in Å, forces in eV/Å.


One molecule with the formula C5H11NO2 at a distorted geometry, computed with ωB97M-V/def2-TZVPD.

The value obtained for the orbital gap is 10.34 eV. For the energy, the calculation gives -402.222574 hartree. Its total charge is 0. Its energy above the lowest of the compared OMol25 structures with the same formula, charge and spin is 408.4 kJ/mol. As for the HOMO energy: -9.376 eV. Its LUMO energy is 0.96 eV.

```
19
Properties=species:S:1:pos:R:3:forces:R:3
C -1.2981 -0.3880 -1.1619 1.4 0.4 -0.2
C -1.4194 -0.5000 0.3188 -0.3 -2.6 0.9
C 0.9407 -0.0838 0.5792 -0.2 0.0 2.2
C 1.2700 0.8551 1.7142 -0.2 -0.2 3.7
C 1.2090 1.2338 -0.1435 0.3 0.9 -2.6
H 0.2504 -1.7713 -1.4335 -0.6 0.2 -0.3
H -1.1612 -2.1999 -2.2380 0.7 0.8 0.5
H -0.6254 0.4692 -1.2035 -1.0 0.7 -1.3
H -2.3456 -0.3332 -1.4662 0.4 0.7 -0.8
H -2.1646 -1.2947 0.4652 0.5 -0.4 0.7
H -1.8545 0.3232 0.8503 -0.2 1.2 -0.3
H 1.6994 -0.8191 0.3981 0.8 -0.1 -0.2
H 0.3121 1.4306 2.0549 1.4 -1.1 -0.5
H 1.7543 0.4012 2.6510 -0.3 0.9 -1.3
H 0.3679 1.8922 -0.1999 -1.0 0.3 -0.2
H 1.7745 1.3308 -1.0655 -0.3 -0.7 -0.6
N -0.5554 -1.4012 -1.9554 -1.0 -1.0 0.5
O -0.1962 -0.8590 0.9590 -0.6 0.3 -1.5
O 2.0421 1.7141 0.8766 0.3 -0.4 1.2
```
Positions in Å, forces in eV/Å.